This record from the OMol25 dataset describes 2 unconnected molecules or ions with the total composition H4NS in a non-equilibrium geometry. The level of theory is wB97M-V/def2-TZVPD.

Energy relative to the best compared isomer or geometry (same formula, charge and spin) = 8.0 kcal per mole
E_tot = -12391.02798 eV
HOMO-LUMO gap = 7.0 eV

Structure (ORCA input):
```
! wB97M-V def2-TZVPD RIJCOSX def2/J DEFGRID3
* xyz -1 1
N -1.32 1.69 1.05
H -2.12 1.35 0.54
H -0.63 0.87 1.14
H -1.57 1.62 2.04
S 0.82 -0.98 -0.61
H 0.37 0.00 -1.32
*
```

This record from the OMol25 dataset describes a molecular structure, C30H32N6O2PdSb2 in a non-equilibrium geometry. The level of theory is wB97M-V/def2-TZVPD.

Energy relative to the best compared isomer or geometry (same formula, charge and spin) = 9.0 kcal per mole
E_tot = -61200.80493 eV
HOMO-LUMO gap = 5.8 eV

Structure (ORCA input):
```
! wB97M-V def2-TZVPD RIJCOSX def2/J DEFGRID3
* xyz 2 1
Pd 0.04 1.54 1.75
C 1.69 4.71 2.65
Sb 1.23 3.55 0.95
C 3.13 3.08 0.14
C 0.40 5.01 -0.37
C -0.79 5.71 0.24
C -0.60 6.89 0.95
C -1.66 7.52 1.57
C -2.93 6.97 1.48
C -3.13 5.81 0.75
C -2.07 5.17 0.11
C -2.35 3.96 -0.74
Sb -2.03 2.13 0.34
C -3.94 1.20 0.20
C -2.56 2.89 2.28
H 2.51 5.40 2.41
H 1.98 4.05 3.46
H 0.81 5.27 2.95
H 3.52 4.00 -0.29
H 3.06 2.32 -0.62
H 3.77 2.74 0.95
H 0.17 4.54 -1.32
H 1.24 5.69 -0.52
H 0.40 7.32 1.01
H -1.49 8.44 2.12
H -3.77 7.46 1.97
H -4.13 5.41 0.66
H -1.75 3.94 -1.64
H -3.40 3.96 -1.04
H -4.63 2.04 0.13
H -4.08 0.66 1.13
H -4.07 0.54 -0.65
H -3.61 3.18 2.26
H -1.96 3.76 2.55
H -2.43 2.12 3.04
C 0.71 -6.67 -6.50
O 1.46 -7.27 -5.43
C 1.21 -6.98 -4.18
C 2.01 -7.66 -3.23
C 1.82 -7.41 -1.90
C 0.85 -6.45 -1.49
C 0.03 -5.81 -2.45
C 0.20 -6.07 -3.77
N 0.77 -6.27 -0.15
N -0.01 -5.47 0.35
C -0.36 -4.28 0.64
C -1.71 -4.05 1.14
C -2.13 -2.82 1.42
C -1.25 -1.64 1.30
O -1.65 -0.54 1.60
C 0.15 -1.87 0.83
N 0.94 -0.80 0.75
C 2.22 -0.99 0.47
C 2.79 -2.25 0.30
C 1.97 -3.36 0.34
C 0.61 -3.16 0.58
H 1.12 -7.09 -7.41
H 0.85 -5.59 -6.49
H -0.34 -6.93 -6.41
H 2.73 -8.37 -3.58
H 2.40 -7.91 -1.14
H -0.75 -5.13 -2.12
H -0.43 -5.60 -4.51
H -2.35 -4.92 1.26
H -3.13 -2.62 1.79
H 2.85 -0.12 0.40
H 3.86 -2.34 0.15
H 2.38 -4.36 0.23
N 0.69 1.57 3.71
C 1.76 1.06 3.74
N 2.91 0.57 3.91
C 3.76 0.38 2.92
N 4.50 0.21 2.05
*
```

This record from the OMol25 dataset describes a molecular structure, C36H29ClFN3O8PSc. The level of theory is wB97M-V/def2-TZVPD.

Energy relative to the best compared isomer or geometry (same formula, charge and spin) = 18.9 kcal per mole
E_tot = -103892.45007 eV
HOMO-LUMO gap = 9.4 eV

Structure (ORCA input):
```
! wB97M-V def2-TZVPD RIJCOSX def2/J DEFGRID3
* xyz 0 1
Sc -0.68 0.46 1.49
O 4.55 -3.30 3.26
C 3.45 -2.85 3.90
O 3.02 -3.43 4.86
C 2.87 -1.59 3.36
C 3.45 -0.34 3.38
N 2.55 0.52 2.88
N 1.43 -0.10 2.51
C 1.60 -1.38 2.79
C 0.52 -2.32 2.34
O 0.72 -3.52 2.32
O -0.53 -1.69 1.94
H 4.68 -2.77 2.46
H 4.41 0.00 3.74
H 2.62 1.50 2.60
O -2.74 -0.36 2.38
C -2.65 -0.68 3.76
C -1.89 0.42 4.45
C -2.12 0.76 5.78
C -1.38 1.79 6.34
C -0.44 2.45 5.55
C -0.27 2.05 4.24
N -0.97 1.04 3.72
H -2.71 -1.18 1.87
H -2.11 -1.63 3.89
H -3.64 -0.78 4.20
H -2.88 0.24 6.34
H -1.54 2.07 7.37
H 0.14 3.27 5.95
H 0.42 2.54 3.57
F -1.49 2.17 1.27
O -1.77 -0.34 -0.16
P -1.46 -0.70 -1.60
C -1.41 0.77 -2.62
C -1.49 2.02 -2.02
C -1.43 3.16 -2.81
C -1.28 3.06 -4.18
C -1.22 1.81 -4.79
C -1.29 0.67 -4.01
C 0.06 -1.64 -1.77
C 1.04 -1.36 -2.72
C 2.19 -2.12 -2.77
C 2.38 -3.16 -1.87
C 1.40 -3.45 -0.92
C 0.24 -2.69 -0.88
C -2.78 -1.74 -2.24
C -4.09 -1.40 -1.88
C -5.15 -2.15 -2.36
C -4.91 -3.23 -3.20
C -3.61 -3.57 -3.56
C -2.55 -2.82 -3.07
H -1.60 2.11 -0.95
H -1.48 4.14 -2.34
H -1.22 3.95 -4.79
H -1.13 1.73 -5.86
H -1.27 -0.31 -4.49
H 0.91 -0.54 -3.42
H 2.95 -1.90 -3.51
H 3.28 -3.76 -1.91
H 1.54 -4.24 -0.20
H -0.50 -2.91 -0.12
H -4.27 -0.56 -1.22
H -6.16 -1.89 -2.08
H -5.74 -3.82 -3.58
H -3.43 -4.41 -4.20
H -1.53 -3.10 -3.34
Cl 4.56 4.24 -4.45
C 3.68 3.60 -3.09
C 3.97 4.07 -1.82
C 3.26 3.56 -0.75
C 2.29 2.59 -0.94
C 2.01 2.14 -2.22
C 2.71 2.64 -3.31
C 1.52 2.05 0.25
O 1.72 2.55 1.37
O 0.71 1.10 0.01
H 4.73 4.83 -1.68
H 3.45 3.92 0.26
H 1.24 1.40 -2.36
H 2.50 2.30 -4.31
*
```

This record from the OMol25 dataset describes 3 unconnected molecules or ions with the total composition C20H38F2N2O6S. The level of theory is wB97M-V/def2-TZVPD.

E_tot = -52888.00861 eV
HOMO-LUMO gap (spin up / spin down) = 8.4 / 9.5 eV

Structure (ORCA input):
```
! wB97M-V def2-TZVPD RIJCOSX def2/J DEFGRID3
* xyz 0 3
O -1.40 -6.44 -0.08
S -0.56 -5.32 0.07
O -0.92 -4.03 -0.36
O 0.90 -5.68 -0.52
C 1.86 -4.94 0.20
F 2.15 -3.78 -0.44
C 1.23 -4.64 1.61
F 1.10 -3.32 1.81
O -0.04 -5.27 1.58
H 2.77 -5.53 0.26
H 1.78 -5.11 2.42
C 1.70 0.73 -0.14
C 2.02 1.07 1.32
C 1.92 2.58 1.56
C 3.07 3.37 0.93
C 4.42 2.83 1.39
C 4.59 1.33 1.14
N 3.39 0.62 1.71
O 3.51 0.40 2.97
C 4.76 1.03 -0.36
C 5.83 0.81 1.85
C 1.01 0.34 2.18
H 2.03 -0.28 -0.39
H 0.62 0.76 -0.29
H 2.12 1.43 -0.86
H 1.92 2.76 2.64
H 0.96 2.93 1.17
H 2.99 3.35 -0.16
H 2.98 4.42 1.22
H 5.24 3.35 0.88
H 4.54 3.02 2.46
H 4.69 -0.04 -0.55
H 5.76 1.36 -0.66
H 4.05 1.54 -0.99
H 5.82 1.05 2.91
H 6.71 1.28 1.39
H 5.92 -0.27 1.74
H 1.11 -0.74 2.06
H 0.01 0.63 1.86
H 1.12 0.58 3.24
C -4.22 2.45 -1.38
C -3.31 1.45 -2.11
C -4.12 0.56 -3.06
C -4.98 -0.48 -2.34
C -4.13 -1.32 -1.39
C -3.33 -0.48 -0.39
N -2.56 0.57 -1.15
O -1.48 0.11 -1.65
C -4.24 0.14 0.67
C -2.32 -1.36 0.34
C -2.29 2.27 -2.89
H -3.71 2.88 -0.51
H -4.47 3.26 -2.06
H -5.16 2.02 -1.05
H -3.42 0.05 -3.73
H -4.74 1.21 -3.69
H -5.79 0.01 -1.80
H -5.45 -1.13 -3.08
H -4.76 -2.01 -0.82
H -3.43 -1.93 -1.97
H -3.70 0.88 1.27
H -4.57 -0.66 1.35
H -5.14 0.60 0.27
H -1.66 -1.90 -0.33
H -2.86 -2.09 0.95
H -1.70 -0.76 1.02
H -1.66 2.85 -2.21
H -2.82 2.95 -3.55
H -1.64 1.64 -3.49
*
```

This record from the OMol25 dataset describes a molecular structure, BrH2PS in a non-equilibrium geometry. The level of theory is wB97M-V/def2-TZVPD.

Energy relative to the best compared isomer or geometry (same formula, charge and spin) = 51.6 kcal per mole
E_tot = -90196.81700 eV
HOMO-LUMO gap (spin up / spin down) = 6.1 / 6.1 eV

Structure (ORCA input):
```
! wB97M-V def2-TZVPD RIJCOSX def2/J DEFGRID3
* xyz 0 1
P 0.20 -0.18 0.13
S 1.72 -1.49 0.15
Br -2.78 0.15 0.14
H 0.09 0.56 -1.09
H 0.77 0.97 0.67
*
```

This record from the OMol25 dataset describes a molecular structure, C3H7N2P in a non-equilibrium geometry. The level of theory is wB97M-V/def2-TZVPD.

Energy relative to the best compared isomer or geometry (same formula, charge and spin) = 8.9 kcal per mole
E_tot = -15490.82503 eV
HOMO-LUMO gap = 10.0 eV

Structure (ORCA input):
```
! wB97M-V def2-TZVPD RIJCOSX def2/J DEFGRID3
* xyz 0 1
C 1.52 0.11 0.51
C 0.58 -2.02 -0.49
C -1.19 1.54 0.68
N 2.36 0.41 1.24
N 0.62 -0.18 -0.45
P -1.03 0.34 -0.74
H -0.48 -1.94 -0.89
H 1.22 -2.22 -1.35
H 0.93 -2.31 0.46
H -2.09 2.20 0.51
H -0.33 2.08 0.95
H -1.36 0.85 1.44
H -0.75 1.14 -1.87
*
```